# 1
C28H84O14 | ωB97M-V/def2-TZVPD

Summary:
Orbital gap: 9.912 eV
LUMO: 0.01356 hartree
E: -2170.40082 hartree

Each line ends with the Löwdin charge.
Positions of all 126 atoms, in Å:
O 1.8793 3.8308 -1.4707  -0.17
O 4.2517 1.1312 0.2522  -0.05
O 1.9289 -0.5588 0.5677  -0.07
O -4.8985 -0.0371 -1.3001  -0.06
O 1.6267 -4.8992 -2.9098  -0.08
O -0.5315 -2.4147 -2.2347  -0.14
O 1.2761 -0.6568 3.3442  -0.11
O -3.0450 -2.5751 -0.9995  -0.14
O -4.3439 -2.4188 4.8760  -0.07
O 2.5821 0.1247 -4.5260  -0.13
O 0.0386 -5.0774 2.2843  -0.14
O -0.7734 5.1818 3.3940  -0.05
O 4.9004 -3.0920 -1.0360  -0.13
O -0.1354 4.2526 -3.5329  -0.09
C 3.2512 2.8031 1.6633  -0.04
C 0.3798 1.1488 -0.0750  -0.05
C 1.2195 -6.0652 -2.0869  -0.46
C -3.5630 -3.8449 -0.7157  -0.16
C 0.4584 -5.4996 -0.9274  -0.05
C 0.4763 -7.0519 -2.9333  -0.05
C 2.5487 5.0444 -1.7092  -0.16
C 0.6616 0.4930 3.7934  -0.19
C -3.2048 -2.4267 3.9062  -0.46
C -0.3328 -1.1733 0.4468  -0.04
C -1.6953 2.3077 -3.6439  -0.05
C -4.9061 0.5346 0.0031  -0.50
C 1.1617 6.0439 2.2082  -0.05
C 2.4400 1.2362 -3.5794  -0.11
C -3.4285 -1.3179 2.8754  -0.05
C 0.0833 -1.7423 -3.2929  -0.14
C -3.4868 1.0485 0.3409  -0.04
C -5.8593 1.6563 -0.0384  -0.07
C -0.5335 4.4667 1.1474  -0.06
C 4.4847 1.9747 1.3507  -0.50
C 0.2283 4.8714 2.4022  -0.49
C 3.7249 -2.5212 -1.6392  -0.14
C 1.1814 -4.2368 2.4377  -0.13
C 0.7289 -0.2934 -0.1446  -0.47
C -1.8589 -2.3980 4.5533  -0.06
C -2.2023 4.4208 -2.3064  -0.04
C 4.8982 1.1721 2.5626  -0.04
C -1.5630 3.8298 -3.5798  -0.41
H 3.6017 4.8085 -1.6356  0.07
H 2.4577 0.2536 0.6418  0.06
H -1.1477 5.3196 0.7721  0.10
H -6.8757 1.3382 -0.2598  0.09
H 2.3719 5.7760 -0.8822  0.07
H 3.0898 -3.3585 -1.8898  0.04
H 2.0426 -5.2165 -3.7088  0.08
H -3.1387 1.6870 -0.4485  0.06
H 5.6550 -2.7454 -1.5215  0.06
H -2.7711 0.2333 0.4092  0.04
H 3.9455 -1.9274 -2.5279  0.08
H 2.3165 2.2311 1.6624  0.06
H -5.8530 2.1821 0.8995  0.08
H -0.4063 0.3529 3.7851  0.06
H -0.3717 -1.9968 -4.2835  0.10
H -2.3427 -2.6487 -1.6659  0.05
H -2.6529 -1.3589 2.1179  0.05
H -0.0577 -5.6496 3.0525  0.07
H 3.3585 3.3006 2.6255  0.09
H 1.3453 -0.5986 2.3823  0.03
H -0.5768 -0.8111 1.4661  0.08
H -2.1451 5.5036 -2.3053  0.08
H 0.4933 6.8438 1.7714  0.10
H 0.1633 4.1167 0.3919  0.06
H -1.9413 4.2744 -4.5040  0.13
H 2.4609 0.8365 -2.5707  0.07
H 1.1291 -2.0658 -3.2782  0.07
H 1.5367 6.4926 3.1038  0.06
H 3.2283 2.0100 -3.6959  0.09
H -2.7276 1.9756 -3.8190  0.09
H 0.3753 -6.2800 -0.1600  0.10
H 1.5182 1.8035 -3.7253  0.05
H -1.8671 3.9342 -1.3887  0.06
H -5.2705 -0.1794 0.7590  0.13
H -1.3650 1.9160 -2.6572  0.07
H 1.3990 -3.9595 1.4336  0.04
H -0.5597 1.2815 -0.5988  0.07
H -1.2457 -1.1474 -0.1371  0.05
H 4.0751 0.5238 2.8561  0.08
H 0.7953 3.9831 2.7448  0.12
H -3.2943 4.2552 -2.3633  0.09
H -3.5262 1.5652 1.2973  0.08
H 5.1276 1.8462 3.3695  0.08
H -3.3276 -3.3578 3.3882  0.12
H 0.3083 3.8399 -4.2723  0.07
H -3.2085 -4.3138 0.1998  0.07
H -4.6429 -3.7584 -0.5677  0.08
H 0.0046 -2.1977 0.4359  0.08
H 5.7458 0.5319 2.2780  0.09
H -3.4640 -0.3443 3.3524  0.09
H -5.5577 2.3177 -0.7970  0.06
H -1.6545 -1.4436 5.0941  0.10
H -0.0147 -7.7777 -2.3268  0.08
H 0.1740 1.5507 0.9184  0.07
H -1.0618 -2.6411 3.8182  0.08
H -0.5288 -5.1200 -1.1520  0.08
H 0.8479 0.7224 4.8164  0.07
H 2.7323 0.3803 -5.4312  0.06
H 0.9607 -3.4142 3.0950  0.05
H -1.8765 -3.1335 5.3595  0.07
H 1.0169 -4.6801 -0.4774  0.06
H 2.1334 -6.5591 -1.7326  0.14
H 2.2182 5.5842 -2.6096  0.08
H 1.1121 1.8446 -0.5355  0.08
H -4.3241 -0.8408 -1.3112  0.07
H -4.3523 -1.5976 2.3675  0.08
H -0.2743 -6.3784 -3.3683  0.10
H 5.2827 2.6947 1.0931  0.14
H -1.2345 3.6766 1.3698  0.07
H 0.0911 -0.6346 -3.1944  0.07
H 1.9793 5.8231 1.5188  0.06
H 3.1215 3.5843 0.9352  0.06
H 3.1633 -1.9214 -0.8940  0.07
H -0.3207 5.2963 4.2224  0.07
H 0.8002 -0.5300 -1.2246  0.11
H -4.0460 -3.0613 5.5413  0.07
H -3.2968 -4.5377 -1.5329  0.09
H 2.0038 -4.8232 2.8717  0.09
H 1.1290 -7.4422 -3.6823  0.07
H 1.0224 3.9191 -1.9567  0.05
H -1.0115 1.9243 -4.4160  0.08
H 0.0916 -3.0764 -1.9166  0.06
H 0.8766 1.4368 3.2910  0.06
H 4.9829 0.4839 0.1896  0.11

---

# 2
C28H84O14 | ωB97M-V/def2-TZVPD

Summary:
Orbital gap: 9.933 eV
LUMO: 0.01383 hartree
E: -2170.42831 hartree

Each line ends with the Löwdin charge.
Positions of all 126 atoms, in Å:
O -0.5807 3.9132 4.6468  -0.08
O -0.6531 3.7976 -1.2380  -0.12
O 0.1293 1.4598 -0.0188  -0.14
O 3.8849 -2.4460 0.2058  -0.10
O -1.8410 1.7329 -4.7353  -0.09
O -3.2292 -1.5586 0.8281  -0.10
O 1.7836 -0.0615 5.7649  -0.07
O 1.2395 2.5249 -3.7571  -0.09
O 2.4684 2.0161 1.3195  -0.10
O 0.3298 -2.2760 -5.0655  -0.08
O 1.7283 -4.0603 1.1808  -0.14
O 0.1033 -4.2661 -1.2014  -0.10
O -2.6828 1.0245 -0.2620  -0.10
O -0.3281 -3.2197 2.8118  -0.09
C -5.3764 -1.6064 -0.3202  -0.09
C 0.5422 -0.8638 0.3188  -0.05
C 2.5072 3.9052 -5.2082  -0.08
C 2.4517 -0.3699 4.5522  -0.34
C -4.8474 2.1096 -0.0413  -0.07
C -1.4154 3.0464 3.8910  -0.32
C 1.6460 3.8753 -3.9599  -0.31
C 2.9644 3.3527 1.4421  -0.29
C 3.0619 -1.7468 4.5918  -0.07
C -2.3884 2.3385 -3.5733  -0.29
C 3.4360 3.9545 0.1292  -0.06
C -1.3027 -6.0073 -0.2638  -0.08
C 3.0261 -6.0212 0.7320  -0.07
C -1.0663 -2.8822 5.0467  -0.08
C -1.4534 5.8695 -0.3522  -0.08
C 2.5741 -5.0357 1.7924  -0.28
C -4.1114 -2.3436 0.0332  -0.32
C -0.3152 4.8643 -0.3431  -0.29
C 4.8868 -1.0725 -1.5001  -0.09
C 0.5969 0.2754 -0.6712  -0.26
C -3.4451 1.9751 0.4995  -0.28
C 3.8855 -2.1696 -1.1940  -0.32
C -0.5364 2.0153 3.2254  -0.07
C -0.8062 -1.4622 -5.2961  -0.32
C -1.2101 -4.5592 -0.7166  -0.31
C -0.3531 -3.8363 4.1044  -0.29
C -1.7340 -1.5285 -4.0894  -0.09
C -2.3437 3.8672 -3.7722  -0.08
H 0.1149 2.5267 2.5161  0.05
H 2.1895 4.1482 -3.0484  0.10
H 0.8732 -3.9060 1.6168  0.05
H 1.0827 -0.5611 1.2215  0.07
H 1.9111 3.7675 -6.1094  0.08
H 0.1431 1.5894 3.9689  0.07
H 2.1787 -6.6167 0.3814  0.07
H 0.8407 4.5936 -4.1412  0.10
H -1.1011 -3.1921 6.0930  0.08
H 1.9245 0.8722 5.9417  0.08
H -1.0648 4.6751 4.9724  0.08
H 1.6117 0.3839 -1.0717  0.12
H -0.3090 -2.2751 3.0016  0.08
H -1.1006 1.2237 2.7372  0.08
H -5.2040 3.1327 -0.1654  0.07
H -1.7291 2.1302 -2.7306  0.08
H 0.6471 -4.1347 4.4241  0.10
H -2.9141 2.9321 0.4231  0.10
H -0.1813 4.4431 0.6561  0.11
H -1.7770 1.3583 -0.2281  0.04
H 3.0846 -2.9659 0.3774  0.03
H 1.8570 -0.1987 3.6426  0.09
H -1.3094 4.2101 -3.8340  0.04
H 3.4636 -4.5071 2.1580  0.11
H 3.7673 -1.9344 3.7809  0.08
H -3.5633 -2.6096 -0.8804  0.10
H 4.1946 -3.0417 -1.7770  0.11
H 3.7561 -6.7321 1.1222  0.08
H -0.4743 -1.1167 0.6372  0.07
H 2.8769 -1.8481 -1.4649  0.10
H -1.1794 6.8459 0.0568  0.07
H 2.3019 -2.5315 4.5936  0.05
H -2.9309 -0.8181 0.2744  0.04
H -5.2642 -0.7978 -1.0405  0.06
H -1.4496 -3.8307 0.0649  0.10
H 3.3368 3.2011 -5.2191  0.07
H -6.1756 -2.2829 -0.6512  0.07
H -2.1844 -2.5299 -4.0363  0.07
H 2.0964 -5.4624 2.6767  0.11
H 3.2740 0.3412 4.3688  0.11
H -3.4436 2.1006 -3.4852  0.11
H -0.3083 2.9771 -0.8386  0.03
H -5.5815 1.5466 0.5374  0.07
H -2.6296 -0.9119 -4.1905  0.07
H -2.7823 4.3646 -2.9050  0.06
H 2.1970 3.9500 1.9412  0.11
H -0.4805 -1.9477 5.1258  0.07
H -5.8882 -1.1694 0.5477  0.07
H -1.3391 -1.7062 -6.2187  0.11
H 3.7689 3.3517 2.1908  0.12
H -0.0377 0.0679 -1.5381  0.11
H -0.8968 1.9144 -4.7999  0.06
H -1.9737 3.5689 3.1008  0.10
H -4.9242 1.6919 -1.0493  0.07
H 0.8377 1.6943 0.6140  0.05
H 0.5817 5.3595 -0.7268  0.10
H -2.1774 2.6417 4.5659  0.11
H 2.9386 4.9114 -5.2663  0.08
H -0.7906 -6.2244 0.6736  0.06
H -2.3494 -6.3109 -0.1508  0.07
H -0.4611 -0.4352 -5.3988  0.09
H 2.5616 3.9325 -0.5277  0.05
H -2.0456 -2.5434 4.7139  0.09
H 4.2179 3.3324 -0.3040  0.08
H 0.0457 -3.1333 -4.7356  0.08
H -3.4240 1.7305 1.5664  0.11
H -1.8846 -4.4418 -1.5656  0.10
H 3.2290 1.4260 1.3337  0.10
H 0.5493 2.4124 -3.0941  0.05
H -0.9850 -4.7305 4.1139  0.12
H -2.2682 5.5110 0.2805  0.07
H 4.7494 -0.1666 -0.9024  0.06
H -2.8377 4.1515 -4.7012  0.08
H -4.3517 -3.2917 0.5140  0.11
H 3.6571 -1.8840 5.4982  0.08
H 0.7227 -4.2955 -0.4563  0.03
H 3.4415 -5.4916 -0.1228  0.08
H -1.1872 -1.3274 -3.1721  0.06
H -0.9169 -6.6206 -1.0796  0.08
H 0.9377 -1.8015 -0.0793  0.06
H 4.8462 -0.8805 -2.5701  0.08
H 3.7648 4.9826 0.2528  0.08
H -1.8085 6.0647 -1.3627  0.07
H 5.8866 -1.3764 -1.1744  0.07

---

# 3
C28H84O14 | ωB97M-V/def2-TZVPD

Summary:
Orbital gap: 9.362 eV
LUMO: 0.01420 hartree
E: -2169.94305 hartree

Each line ends with the Löwdin charge.
Positions of all 126 atoms, in Å:
O 2.8333 1.0195 -2.2024  -0.08
O -4.2627 -0.6675 1.6506  -0.14
O -1.6777 -2.0425 -1.8774  -0.09
O -0.6857 -4.7425 -2.0264  -0.12
O -1.0427 3.1415 -1.2824  -0.11
O 2.9643 -1.8455 1.7576  -0.10
O 0.1893 -3.6895 5.9116  -0.02
O 3.2793 1.9945 0.5556  -0.10
O 0.5093 -3.0565 1.3146  -0.11
O 0.0253 0.9795 -2.8114  -0.12
O -1.7477 -1.2475 0.8066  -0.14
O 1.7343 2.5825 2.6346  -0.11
O -5.4267 0.2345 -3.2094  -0.08
O -0.7957 2.9905 1.4486  -0.15
C -4.1417 2.0315 -2.2144  -0.08
C 3.5723 -2.1775 0.6296  -0.43
C -1.5607 3.8625 2.3056  -0.27
C -0.5977 0.8295 -4.1054  -0.32
C 5.2053 0.8225 -2.7064  -0.03
C -2.9997 -2.1625 -2.3864  -0.26
C 4.5143 2.6745 0.3956  -0.30
C 4.6293 3.8105 1.5086  -0.04
C -1.5207 -2.5175 4.7576  0.00
C -1.3607 0.0515 0.4716  -0.28
C 1.3293 -3.4365 -2.8484  -0.07
C 0.0233 -2.7245 4.9926  -0.33
C 0.2213 -0.0355 0.2156  0.01
C -0.3737 4.3195 -1.6834  -0.27
C 0.8453 1.8945 4.7576  -0.09
C -3.6177 0.2135 3.9396  -0.05
C -0.0027 -4.3235 1.5046  -0.30
C -4.5797 1.3165 -3.4334  -0.35
C -2.7767 -2.6205 -3.8244  -0.04
C 0.7673 -4.5965 -1.9814  -0.27
C 3.8113 0.2585 -2.9994  -0.19
C 1.1403 -5.3205 1.9446  -0.05
C 1.9473 1.6905 3.7446  -0.30
C 4.9963 -1.6345 0.6836  -0.08
C 0.3903 0.0765 -5.0294  -0.11
C -2.8227 4.2395 1.4796  -0.09
C -4.4367 0.4445 2.6556  -0.21
C -0.5817 4.4505 -3.2144  -0.05
H -1.8367 -1.7295 -0.9514  0.06
H 0.6683 -1.8375 5.1006  0.10
H -0.6717 5.0375 -1.0304  0.07
H 2.8083 -1.9195 -0.2964  0.15
H 2.4243 2.4585 2.0316  -0.01
H 1.9033 -5.3555 1.3346  -0.01
H -3.7167 -1.3895 -2.3214  0.09
H -0.2017 2.1205 4.3256  0.08
H 1.0183 -3.6815 6.3256  0.07
H -1.5777 4.4565 -3.5894  0.06
H -4.9347 -0.6125 0.8406  0.17
H -5.6577 -0.1635 -4.0154  0.06
H 5.4553 4.3605 1.3736  0.02
H -0.9487 -4.3135 2.2746  0.14
H -0.7917 4.5955 2.6976  0.14
H 1.2023 2.9215 5.0216  0.08
H 5.6803 -2.1845 1.3286  0.07
H -1.9357 -2.3815 5.5676  -0.02
H 5.3833 2.0745 0.4996  0.08
H 1.3353 0.6975 -5.3084  0.07
H 3.5363 0.2115 -3.9824  0.08
H -1.9737 3.3535 3.2096  0.10
H 3.0603 1.5525 -0.2914  0.07
H 5.4073 -1.9375 -0.2894  0.07
H -1.7647 0.5375 -0.4914  0.12
H -3.6687 0.8835 4.7686  0.07
H 5.7843 0.2425 -3.3584  0.07
H -4.8697 2.5825 -1.6704  0.06
H 1.1513 -5.5235 -2.2574  0.09
H 2.9163 1.9225 4.1716  0.11
H 3.6693 4.2805 1.2726  0.08
H 0.9293 -0.9715 -4.5004  0.12
H 0.9933 -6.4045 2.2776  0.11
H -2.6667 0.1215 3.6696  -0.01
H -3.3577 4.9715 2.1106  0.06
H 2.3593 -3.3405 -2.7744  0.02
H 1.0913 -4.0275 -3.9864  0.15
H 5.5043 0.8975 -1.8214  -0.02
H 0.0593 5.2895 -3.5534  0.09
H -3.4197 2.8935 -2.5564  0.11
H 0.6073 -2.9475 4.0486  0.10
H -3.6427 -2.4725 -4.1724  0.00
H 0.6843 4.3635 -1.4484  0.11
H -0.1367 -2.3475 1.2526  0.06
H -2.6477 -1.0255 1.3296  0.11
H -3.5367 -2.9465 -2.0234  0.09
H -4.0057 -0.7355 4.5086  0.12
H 4.7223 3.2015 2.4436  0.09
H -0.6887 -4.6375 0.6096  0.12
H 0.5673 -0.2285 1.0046  -0.07
H -1.4447 0.2655 -4.0314  0.03
H 2.1793 -2.5045 1.8936  0.10
H 4.6713 3.1315 -0.6044  0.12
H -0.9507 3.0255 -0.3434  0.02
H 3.6683 -0.6015 -2.4124  0.09
H -1.0227 1.7705 -4.6324  0.13
H 0.6333 0.9335 -0.2594  0.11
H 0.7463 -2.4825 -2.8144  0.05
H -1.7827 -1.6395 4.1186  0.08
H 5.1933 1.8325 -3.1144  0.09
H -1.2067 -3.9515 -1.9824  0.01
H 2.0353 0.9355 -2.5954  -0.03
H -3.7507 0.7185 -3.8314  0.09
H -4.2527 1.3665 2.3296  0.03
H 0.2493 -0.8485 -0.5454  0.09
H -5.5567 0.4835 2.6916  0.13
H 1.6433 -5.1135 2.8706  0.05
H -0.1097 -0.3365 -6.0634  0.11
H -1.7977 -3.4005 4.5356  0.01
H -3.6227 1.3685 -1.5234  0.06
H 3.8073 -3.1985 0.4756  0.08
H -0.0647 3.6605 -3.7394  0.05
H -1.6947 0.7245 1.1706  0.06
H 0.8953 1.0745 5.4916  0.08
H -5.0497 1.9645 -4.3144  0.15
H -3.5587 3.2835 1.2036  0.12
H -2.4417 -3.6105 -3.8524  0.07
H 0.0783 2.9515 1.9176  0.06
H 1.8283 0.5375 3.3586  0.15
H -2.8527 4.8405 0.5366  0.07
H -2.0957 -2.1455 -4.4744  0.07
H -0.3247 1.8065 -2.3494  0.07
H 4.9473 -0.5255 0.8476  0.08
H 0.8153 -4.3225 -0.9014  0.08